{
  "formula": "C36H76BBrClFN2O22P4S2Si",
  "method": "wB97M-V/def2-TZVPD",
  "symbols": ["C", "C", "C", "N", "C", "C", "O", "C", "N", "Si", "C", "C", "C", "C", "C", "B", "O", "O", "C", "C", "O", "F", "C", "C", "C", "C", "C", "S", "O", "O", "Cl", "P", "O", "Br", "O", "S", "O", "O", "H", "H", "H", "H", "H", "H", "H", "H", "H", "H", "H", "H", "H", "H", "H", "H", "H", "H", "H", "H", "H", "H", "H", "H", "H", "H", "H", "H", "H", "H", "H", "C", "C", "O", "P", "O", "O", "C", "C", "O", "C", "C", "H", "H", "H", "H", "H", "H", "H", "H", "H", "H", "H", "H", "H", "H", "H", "C", "C", "O", "P", "O", "O", "C", "C", "O", "C", "C", "H", "H", "H", "H", "H", "H", "H", "H", "H", "H", "H", "H", "H", "H", "H", "C", "C", "O", "P", "O", "O", "C", "C", "O", "C", "C", "H", "H", "H", "H", "H", "H", "H", "H", "H", "H", "H", "H", "H", "H", "H"],
  "positions_angstrom": [[-2.22684, -3.56812, 4.63539], [-2.25844, -2.65999, 5.97799], [-3.73901, -2.46874, 6.62394], [-1.14288, -2.13424, 6.53072], [-0.97024, -0.75126, 6.03742], [-0.28328, 0.33821, 6.96729], [0.95435, 0.07748, 7.64389], [1.58410, -1.14273, 7.56427], [1.98502, -2.28750, 7.44416], [-1.42263, 0.49717, 8.55243], [-0.59929, 1.57372, 9.95737], [-1.48584, -1.22482, 9.48682], [-3.25197, 0.89424, 8.23208], [-0.06917, 1.76099, 6.12312], [-1.35432, 2.05466, 5.21666], [-1.73675, 3.52002, 4.69660], [-3.03619, 3.64449, 4.03080], [-0.96870, 4.74619, 4.76859], [0.47369, 2.96205, 7.02018], [-0.52844, 3.95392, 7.76183], [-0.00271, 4.98551, 8.27955], [-1.93530, 3.83660, 7.93370], [1.19226, 1.41259, 5.11118], [1.32476, 2.37852, 3.82031], [0.58471, 1.86044, 2.47513], [1.21019, 2.77480, 1.26142], [0.20349, 4.06699, 1.15916], [-1.26704, 3.76260, 0.07909], [-2.06626, 2.53461, 0.42982], [-2.20832, 4.95409, 0.24381], [-0.78809, 3.67097, -1.94215], [2.94583, 1.71630, 5.92973], [3.45811, 3.32130, 5.63492], [4.47448, 0.32398, 4.92856], [1.34516, 0.07970, 4.64461], [0.11003, -0.95442, 4.48199], [0.68547, -2.37045, 4.49164], [-0.77262, -0.89872, 3.25991], [-2.34610, -2.92996, 3.67704], [-1.26097, -4.17044, 4.53412], [-3.11479, -4.31442, 4.63168], [-4.08376, -3.52735, 6.94542], [-4.45935, -2.09887, 5.79025], [-3.73648, -1.72703, 7.49178], [-2.04526, -0.48026, 5.68709], [-1.25081, 2.53639, 10.00954], [-0.68192, 1.09646, 10.99242], [0.50694, 1.78642, 9.76695], [-2.20664, -1.95195, 8.97853], [-0.41912, -1.66039, 9.53789], [-1.85598, -1.05429, 10.55986], [-3.52567, 0.50967, 7.16833], [-3.58032, 1.98009, 8.37320], [-3.92807, 0.26819, 8.94225], [-2.29485, 1.70634, 5.81094], [-1.42378, 1.38108, 4.26660], [-3.30623, 4.58923, 4.09091], [-1.35814, 5.38366, 5.41298], [1.18549, 2.62244, 7.87307], [1.01236, 3.68440, 6.28254], [2.44125, 2.39061, 3.48164], [1.11750, 3.49943, 4.05063], [-0.53729, 2.05830, 2.43500], [0.89436, 0.78638, 2.21506], [1.17704, 2.23010, 0.25654], [2.23540, 3.21093, 1.51433], [-0.15758, 4.33917, 2.22902], [0.76470, 4.98708, 0.76810], [3.75279, 3.69319, 6.49925], [-3.55301, -1.11018, -0.77556], [-4.23853, -1.46459, -2.08191], [-3.34330, -1.38394, -3.18143], [-2.11816, -2.49163, -3.27549], [-3.02273, -3.67362, -3.65458], [-1.61827, -2.23249, -4.84061], [-1.33618, -3.35324, -5.67526], [-2.47149, -3.55606, -6.66478], [-1.03439, -1.25731, -2.79014], [-0.69312, -0.11632, -3.57260], [-1.75890, 0.96346, -3.60798], [-2.76890, -1.83508, -0.53496], [-4.27328, -1.09780, 0.04591], [-3.07670, -0.12926, -0.83582], [-4.68170, -2.46370, -2.03104], [-5.04793, -0.75564, -2.27309], [-1.16569, -4.25433, -5.07947], [-0.40802, -3.14653, -6.21491], [-3.44857, -3.53341, -6.17862], [-2.36135, -4.50590, -7.19331], [-2.47259, -2.74781, -7.40551], [-0.37121, -0.38847, -4.57840], [0.19294, 0.31069, -3.08984], [-2.59492, 0.67797, -4.25027], [-1.34474, 1.89173, -4.01212], [-2.15305, 1.16289, -2.60961], [5.43170, -2.94412, -3.96945], [4.68971, -1.97436, -3.06922], [3.78743, -2.64810, -2.20509], [4.41558, -3.60885, -1.01251], [4.92097, -2.44600, -0.14555], [3.05359, -3.84700, -0.09119], [3.14718, -3.75632, 1.33037], [2.55381, -2.43938, 1.79931], [3.95157, -4.97380, -1.94024], [2.60505, -5.36721, -2.19712], [1.89422, -4.53022, -3.24481], [6.07141, -3.61148, -3.38392], [6.05967, -2.40409, -4.68208], [4.73454, -3.57355, -4.52651], [5.39084, -1.37169, -2.48412], [4.09808, -1.28856, -3.68103], [4.18271, -3.86497, 1.66471], [2.58402, -4.58909, 1.75941], [2.92830, -1.59137, 1.22139], [2.77001, -2.27006, 2.85630], [1.46565, -2.44968, 1.66817], [2.01624, -5.43991, -1.28231], [2.67222, -6.39071, -2.58117], [1.61386, -3.55105, -2.84978], [0.97204, -5.02558, -3.56393], [2.52647, -4.37232, -4.12107], [1.38343, 1.97810, -6.24211], [2.24336, 1.96119, -7.49123], [1.45752, 1.80866, -8.66325], [0.46128, 3.05352, -9.10542], [1.59260, 3.98349, -9.56812], [0.07635, 2.57559, -10.65061], [0.07822, 3.54291, -11.69825], [1.32132, 3.37058, -12.55515], [-0.86585, 2.12105, -8.55097], [-1.32844, 0.91478, -9.15585], [-0.47221, -0.30332, -8.86353], [0.72011, 2.84865, -6.23432], [2.00745, 2.01331, -5.34570], [0.74963, 1.09017, -6.19085], [2.84905, 2.86972, -7.56000], [2.92946, 1.11151, -7.45048], [0.01304, 4.55786, -11.29647], [-0.81543, 3.38219, -12.30693], [2.22775, 3.29124, -11.95208], [1.43189, 4.20494, -13.25168], [1.25103, 2.44382, -13.13630], [-1.49974, 1.03085, -10.22634], [-2.31769, 0.73555, -8.72139], [0.45817, -0.28288, -9.43518], [-1.00404, -1.21694, -9.14546], [-0.21605, -0.36184, -7.80339]],
  "mulliken_charge": [-0.973, 0.617, -0.969, -0.195, -0.826, 0.371, -0.186, 0.396, -0.594, 0.576, -1.005, -1.129, -0.979, 2.077, -1.030, 0.974, -0.659, -0.690, -0.273, -0.367, -0.581, -0.202, -0.327, -0.896, 0.382, -0.537, -0.411, 1.134, -0.495, -0.625, -0.194, 0.150, -0.491, -0.286, -0.148, 1.599, -0.648, -0.705, 0.148, 0.273, 0.426, 0.421, 0.333, 0.078, 0.501, 0.238, 0.474, 0.250, 0.235, 0.266, 0.350, 0.271, 0.311, 0.402, -0.283, -0.130, 0.277, 0.331, 0.520, 0.353, 0.825, 0.046, -0.045, -0.139, 0.215, 0.353, -0.011, 0.458, 0.377, -0.742, -0.481, -0.219, 1.030, -0.776, -0.496, -0.290, -1.242, -0.128, 0.199, -0.786, 0.249, 0.468, 0.051, 0.283, 0.310, 0.254, 0.448, 0.309, 0.394, 0.201, 0.122, 0.262, 0.204, 0.337, 0.057, -0.996, -0.312, -0.090, 1.058, -0.744, -0.320, -0.855, -0.586, -0.474, -0.370, -0.666, 0.317, 0.405, 0.168, 0.279, 0.240, 0.393, 0.333, 0.291, 0.319, 0.220, 0.276, 0.352, 0.230, 0.381, 0.137, -0.695, -0.507, -0.240, 1.132, -0.723, -0.381, -0.388, -1.116, -0.411, -0.215, -0.588, 0.260, 0.530, -0.028, 0.285, 0.315, 0.335, 0.357, 0.285, 0.366, 0.296, 0.247, 0.329, 0.290, 0.425, -0.143],
  "e_tot_ev": -239240.2818,
  "smiles": "CC(C)=N[C@H]1[C@](OC#N)([Si](C)(C)C)[C@@](CB(O)O)(CC(=O)F)[C@@](CCCCS(=O)(=O)Cl)(P(O)Br)OS1(=O)=O.CCOP(=O)(OCC)OCC.CCOP(=O)(OCC)OCC.CCOP(=O)(OCC)OCC",
  "total_charge": 0,
  "multiplicity": 1
}